(1)
C24H42NNdOP3 | ωB97M-V/def2-TZVPD

Last column: Löwdin charge in e.
Element x y z (Å)
H  -4.233  -1.491  -3.200  0.09
C  -0.847  3.735  -0.324  -0.26
H  -3.487  1.254  -3.837  0.10
H  4.328  -0.608  1.113  0.05
H  -1.906  -6.355  3.936  0.13
P  0.437  2.445  -0.592  0.70
H  -3.517  -2.339  -1.784  0.08
H  5.739  1.328  -3.506  0.12
C  4.150  0.772  -4.893  -0.07
C  4.775  0.821  -3.641  -0.05
C  -3.891  -1.377  -2.157  -0.18
H  -3.776  1.027  0.296  0.02
H  1.681  4.025  -1.948  0.07
H  -3.083  2.546  0.920  0.04
H  -1.263  -5.068  1.898  0.13
C  -1.067  1.673  2.914  -0.23
C  -0.152  -3.566  3.005  -0.23
H  -0.275  1.127  3.444  0.06
H  1.277  3.369  1.518  0.05
H  -0.498  4.690  -0.743  0.08
C  3.469  0.370  2.784  -0.09
H  -0.647  2.605  2.515  0.02
H  1.894  2.354  -2.562  0.04
C  4.336  0.270  1.764  -0.07
H  2.394  0.116  -5.986  0.11
C  0.367  -3.207  4.270  -0.01
C  2.346  -0.562  -3.948  -0.05
H  -1.059  -5.660  6.179  0.14
Nd  0.125  -0.513  -0.838  1.47
C  -1.629  -0.786  -3.756  -0.19
C  0.023  -3.948  5.400  -0.03
H  0.381  3.240  -2.905  0.05
H  0.389  -3.634  6.382  0.13
H  3.429  1.226  3.459  0.06
H  -3.954  1.438  2.022  0.07
C  1.730  3.003  0.588  -0.23
H  2.756  -0.447  2.986  0.03
H  -3.347  -0.387  3.093  0.07
C  -1.264  -5.474  4.026  -0.03
H  -2.665  -1.603  1.976  0.04
H  -4.688  -0.987  -1.519  0.08
P  -2.531  -0.217  -2.283  0.79
H  -1.875  1.911  3.620  0.08
C  -3.281  1.495  1.157  -0.26
H  -2.380  -1.137  -4.495  0.11
C  -0.927  -4.742  2.886  0.00
H  -1.705  -1.046  3.372  0.05
H  -1.061  3.876  0.743  0.04
C  4.196  0.203  -2.529  -0.01
H  1.443  -1.181  -4.079  0.09
C  2.916  0.122  -5.023  -0.08
H  4.611  1.229  -5.787  0.13
C  2.909  -0.373  -2.643  -0.42
H  2.405  2.173  0.833  0.02
H  4.683  0.216  -1.549  0.11
H  -2.272  2.115  -2.860  0.06
C  1.169  3.075  -2.157  -0.25
H  2.313  3.814  0.129  0.07
H  -2.122  -0.119  -0.805  -0.06
C  -3.109  1.403  -2.813  -0.18
H  -1.055  0.032  -4.213  0.08
H  -1.776  3.453  -0.836  0.02
O  2.188  -0.655  -1.551  -0.38
C  -2.429  -0.738  2.606  -0.26
H  -3.923  1.778  -2.186  0.08
C  0.046  -2.725  1.896  -0.09
N  0.143  -1.994  0.979  -0.01
H  1.036  -2.347  4.349  0.12
H  -0.953  -1.616  -3.501  0.05
H  5.077  1.048  1.530  0.07
C  -0.792  -5.082  5.287  0.00
P  -1.719  0.605  1.571  0.74

Properties
**Gap between HOMO and LUMO (alpha / beta)**: 4.68 / 4.71 eV
**LUMO (alpha / beta)**: -10.51 / -10.51 eV
**Net charge**: +3
**Expectation value of S²**: 3.757
**Spin multiplicity**: 4



(2)
C24H42NP3SSn | ωB97M-V/def2-TZVPD

Last column: Löwdin charge in e.
Element x y z (Å)
H  -1.417  4.030  0.412  0.03
C  -0.876  2.340  -2.982  -0.26
H  1.486  -3.114  -5.625  0.10
C  -3.162  1.840  -1.293  -0.24
H  -2.856  2.893  1.727  0.04
C  -1.306  3.950  -0.670  -0.22
C  1.885  -3.702  -8.410  0.22
S  1.228  0.019  -2.116  0.79
H  -3.622  2.423  -2.099  0.08
H  -1.312  -0.946  3.730  0.02
C  0.365  -2.131  6.358  -0.02
H  -2.116  4.503  -1.152  0.08
H  -3.676  2.069  -0.351  0.05
H  3.306  -1.310  3.897  0.12
P  1.720  1.581  1.068  0.74
C  2.498  -1.479  4.620  -0.03
H  2.732  0.165  2.758  0.02
H  -2.791  2.440  3.452  0.08
H  -1.718  -0.933  -2.480  0.06
H  3.621  -0.925  6.368  0.14
C  1.247  -1.717  -4.032  -0.08
H  1.683  -1.426  7.913  0.13
H  2.322  3.116  2.845  0.09
H  3.175  1.958  -0.851  0.05
C  -1.479  -2.355  -4.077  0.00
H  -1.430  3.150  -3.465  0.08
H  3.403  3.180  0.431  0.08
H  -0.243  0.437  3.975  0.04
H  -1.903  0.480  4.587  0.09
C  -3.350  -0.187  1.856  -0.23
H  2.757  -4.300  -8.102  0.14
C  -2.239  2.451  2.510  -0.23
H  0.852  2.226  3.283  0.04
H  -4.015  -0.042  2.713  0.08
C  3.012  0.486  1.753  -0.23
H  -1.719  -0.760  -0.459  0.00
Sn  -0.202  0.098  0.030  0.59
H  -1.056  1.407  -3.519  0.04
C  -1.273  0.140  3.762  -0.24
C  1.572  -1.585  6.840  0.00
H  2.000  3.274  -0.667  0.05
H  -3.133  -1.255  1.753  0.06
H  2.296  -1.424  -3.987  0.12
H  0.761  3.565  2.117  0.05
P  -1.806  0.738  2.140  0.72
P  -1.373  2.226  -1.234  0.72
H  2.097  -2.717  -8.855  0.14
H  -0.944  -3.719  -5.672  0.12
C  -1.014  -1.400  -3.174  -0.08
C  0.778  -2.653  -4.938  -0.03
H  3.105  -0.406  1.126  0.06
C  -0.585  -2.977  -4.958  0.00
H  -2.540  -2.623  -4.099  0.14
H  -0.350  4.399  -0.948  0.06
H  0.438  -5.184  -7.923  0.14
C  2.651  -1.284  5.984  -0.02
H  -0.224  -3.600  -8.673  0.14
C  0.988  -1.880  2.749  -0.12
C  0.234  -2.343  4.995  -0.05
H  0.197  2.535  -3.057  0.04
H  -1.336  3.051  2.647  0.03
H  3.989  0.982  1.808  0.09
N  0.674  -1.626  1.646  0.10
C  0.643  -4.175  -8.314  0.21
H  -3.849  0.143  0.942  0.04
C  2.661  2.593  -0.123  -0.22
C  1.267  -1.946  4.133  -0.25
C  0.361  -1.088  -3.135  -0.60
H  -0.671  -2.772  4.544  0.13
H  -0.470  -2.408  7.022  0.14
C  1.373  2.722  2.457  -0.20
H  -3.319  0.779  -1.508  0.04

Properties
**ΔE to the lowest compared entry with this formula, charge and spin**: 0.000 eV
**Gap between HOMO and LUMO (alpha / beta)**: 4.54 / 3.04 eV
**LUMO (alpha / beta)**: -13.92 / -15.42 eV
**Net charge**: +4
**Spin multiplicity**: 1



(3)
C24H42NP3ScSe | ωB97M-V/def2-TZVPD

Last column: Löwdin charge in e.
Element x y z (Å)
H  -2.995  3.147  -0.975  0.07
H  2.147  2.602  2.546  0.02
C  -2.369  2.056  1.887  -0.25
H  1.165  -3.093  1.998  0.04
C  -3.637  -1.787  -2.844  0.03
H  -0.225  0.199  -1.860  -0.07
H  3.629  -1.747  0.071  0.03
C  4.324  2.448  0.792  -0.23
H  -5.430  -3.063  -7.631  0.06
C  -6.610  -2.976  -5.860  -0.12
H  7.633  4.124  2.016  0.14
H  7.598  1.690  1.441  0.13
H  -0.622  -0.097  3.918  0.04
Sc  0.459  0.277  -0.185  0.24
H  -5.634  -2.500  -3.255  0.12
H  0.920  -0.507  4.731  0.07
H  -3.370  -1.681  -3.894  0.14
H  1.313  -4.398  0.782  0.08
C  0.538  -2.910  -1.807  -0.25
H  3.317  -2.370  -1.574  0.07
H  0.148  3.895  1.362  0.04
C  0.834  -3.437  1.008  -0.25
H  -0.056  4.064  -0.403  0.07
H  -1.725  -1.088  -2.169  0.04
C  -5.223  -2.378  -1.122  0.02
H  -7.316  -2.403  -5.247  0.05
C  3.069  -2.492  -0.512  -0.22
H  -3.117  1.354  -0.952  0.04
H  -6.358  -3.986  -5.516  0.05
H  5.489  0.618  0.668  0.12
C  5.491  4.354  1.754  -0.02
C  -2.997  -1.584  -0.501  -0.54
H  -3.109  1.260  1.725  0.03
H  -2.876  3.019  2.036  0.08
H  1.119  -3.773  -2.153  0.08
H  -1.785  1.812  2.785  0.03
N  2.225  1.450  -0.347  0.10
H  -6.380  -1.479  -7.358  0.06
H  -6.208  -2.732  -0.823  0.14
P  1.288  0.302  2.460  0.75
H  5.480  5.386  2.105  0.13
H  3.361  4.307  1.365  0.12
C  -2.700  -1.460  -1.870  -0.09
C  6.681  2.276  1.382  -0.02
H  0.518  2.475  3.266  0.04
C  -4.905  -2.246  -2.480  0.08
C  5.506  1.680  0.926  -0.01
Se  -1.740  -1.157  0.825  1.01
C  -6.111  -2.480  -7.000  -0.06
H  3.358  -3.498  -0.183  0.07
H  3.659  0.015  1.894  0.01
H  2.949  -1.492  2.539  0.05
C  -0.575  3.832  0.537  -0.22
C  6.694  3.633  1.741  0.00
H  3.357  -0.162  3.646  0.08
H  -4.525  -2.163  0.914  0.13
C  4.306  3.764  1.312  -0.01
C  2.974  -0.401  2.646  -0.23
H  0.217  -1.618  3.512  0.03
H  -0.259  -3.556  1.025  0.02
H  1.937  1.900  4.174  0.08
H  -1.848  2.143  -1.916  0.04
P  -1.262  2.142  0.431  0.72
H  -0.502  -3.210  -1.630  0.04
P  1.278  -2.213  -0.281  0.72
C  3.176  1.918  0.172  -0.08
C  -2.427  2.207  -0.986  -0.24
H  0.546  -2.130  -2.581  0.04
C  1.493  1.981  3.174  -0.23
H  -1.377  4.564  0.703  0.08
C  -4.283  -2.059  -0.140  -0.04
C  0.362  -0.566  3.787  -0.25

Properties
**ΔE to the lowest compared entry with this formula, charge and spin**: 1.199 eV
**Gap between HOMO and LUMO (alpha / beta)**: 2.59 / 2.86 eV
**LUMO (alpha / beta)**: -12.85 / -12.58 eV
**Net charge**: +3
**Spin multiplicity**: 1